A structure of composition C23H59BeN4O7. Source: OMol25; level of theory: ωB97M-V/def2-TZVPD.

Properties
- HOMO-LUMO gap (eV) = 4.196
- strongest force on any atom (Eh/bohr) = 0.1003

Geometry as ORCA input:
```
! wB97M-V def2-TZVPD RIJCOSX def2/J DEFGRID3
* xyz 1 1
Be -1.09 3.96 1.86
C 0.56 -0.29 2.01
C -0.05 0.58 0.91
C -0.71 -0.20 -0.23
O -0.84 1.61 1.39
H 1.26 -1.08 1.73
H -0.17 -0.80 2.64
H 1.18 0.39 2.61
H 0.79 1.10 0.41
H -1.20 0.41 -0.98
H -1.23 -1.07 0.17
H 0.12 -0.66 -0.78
C -0.45 2.16 4.65
O 0.10 3.18 3.82
C 1.52 3.18 3.74
C 1.89 4.53 3.13
N 1.22 4.86 1.86
C 1.79 4.13 0.72
C 1.09 4.43 -0.59
O -0.29 4.07 -0.48
C -0.94 4.00 -1.73
H -1.47 2.46 4.92
H 0.08 2.01 5.59
H -0.58 1.22 4.13
H 1.87 2.34 3.15
H 1.90 3.19 4.76
H 2.98 4.60 3.02
H 1.60 5.27 3.87
H 1.04 5.85 1.79
H 1.71 3.06 0.92
H 2.84 4.42 0.70
H 1.49 3.89 -1.45
H 1.22 5.50 -0.76
H -0.49 3.22 -2.35
H -0.85 4.94 -2.27
H -2.00 3.77 -1.60
C -3.71 -4.84 -0.45
O -2.69 -3.84 -0.31
C -1.61 -4.05 -1.23
C -1.81 -3.24 -2.52
N -0.86 -3.71 -3.52
C -1.02 -2.92 -4.77
C 0.08 -3.11 -5.79
O 1.19 -2.36 -5.39
C 2.41 -2.85 -5.95
H -4.12 -4.69 -1.45
H -4.44 -4.74 0.35
H -3.29 -5.85 -0.41
H -1.46 -5.08 -1.55
H -0.67 -3.66 -0.84
H -1.73 -2.18 -2.28
H -2.83 -3.37 -2.90
H 0.09 -3.61 -3.17
H -0.99 -1.88 -4.43
H -1.99 -3.14 -5.21
H -0.29 -2.80 -6.78
H 0.36 -4.17 -5.80
H 2.40 -2.65 -7.03
H 2.58 -3.92 -5.83
H 3.22 -2.33 -5.45
C -3.30 -1.73 2.29
C -3.78 -0.40 2.84
C -3.02 -0.10 4.15
O -3.24 -1.17 5.07
C -2.54 -1.00 6.27
N -3.64 0.65 1.82
H -3.64 -1.82 1.25
H -3.73 -2.54 2.88
H -2.23 -1.92 2.38
H -4.83 -0.45 3.13
H -3.45 0.77 4.65
H -1.95 -0.01 3.94
H -1.46 -1.11 6.17
H -2.84 -1.70 7.05
H -2.60 0.02 6.66
H -3.78 0.10 0.98
H -2.64 0.87 1.77
C 5.37 -0.72 -0.96
C 4.30 0.31 -1.29
C 3.26 -0.08 -2.33
O 2.56 1.08 -2.75
C 1.40 0.77 -3.57
N 3.63 0.57 0.00
H 6.02 -0.33 -0.18
H 6.03 -0.75 -1.84
H 5.09 -1.74 -0.74
H 4.76 1.20 -1.74
H 2.54 -0.75 -1.85
H 3.72 -0.64 -3.15
H 1.72 0.37 -4.53
H 0.90 1.70 -3.82
H 0.64 0.15 -3.09
H 3.03 1.35 -0.27
H 2.96 -0.17 0.19
*
```



A cluster of 2 separate species, C12H17N in total. Source: OMol25; level of theory: ωB97M-V/def2-TZVPD.

Properties
- relative energy (zero: lowest compared OMol25 entry of this formula, charge and spin) (kcal/mol) = 23.8
- HOMO-LUMO gap (eV) = 8.711
- strongest force on any atom (Eh/bohr) = 0.0460

Geometry as ORCA input:
```
! wB97M-V def2-TZVPD RIJCOSX def2/J DEFGRID3
* xyz 0 1
C -0.49 -2.24 -1.82
C 0.41 -1.07 -1.58
C 1.07 -0.35 -2.55
N 1.98 0.52 -1.99
C 1.73 0.56 -0.60
C 2.33 1.35 0.38
C 2.09 0.99 1.71
C 1.08 0.04 1.97
C 0.42 -0.66 1.01
C 0.86 -0.50 -0.34
H 0.09 -3.08 -2.20
H -1.28 -1.96 -2.52
H -0.89 -2.69 -0.91
H 0.95 -0.40 -3.62
H 2.17 1.42 -2.41
H 2.88 2.28 0.27
H 2.62 1.44 2.53
H 0.72 -0.08 2.99
H -0.39 -1.37 1.12
C -2.99 0.33 -0.14
C -3.33 0.06 1.30
C -2.70 0.96 2.35
H -2.25 -0.28 -0.66
H -2.82 1.38 -0.38
H -3.83 0.01 -0.79
H -4.41 0.23 1.37
H -3.16 -0.96 1.64
H -1.61 1.03 2.34
H -2.96 2.02 2.24
H -3.03 0.77 3.38
*
```



A structure of composition C25H43InN3O5Si. Source: OMol25; level of theory: ωB97M-V/def2-TZVPD.

Properties
- relative energy (zero: lowest compared OMol25 entry of this formula, charge and spin) (kcal/mol) = 5.2
- HOMO-LUMO gap (eV) = 8.327
- strongest force on any atom (Eh/bohr) = 0.0080

Geometry as ORCA input:
```
! wB97M-V def2-TZVPD RIJCOSX def2/J DEFGRID3
* xyz 1 1
In -0.30 0.11 0.21
O -4.60 -1.30 1.30
C -3.43 -0.74 1.04
O -2.72 -1.04 0.10
C -3.05 0.35 1.99
C -3.83 0.75 3.06
C -3.37 1.83 3.81
C -2.21 2.48 3.45
C -1.48 1.98 2.37
N -1.89 0.92 1.69
C -0.21 2.65 1.85
O -0.01 3.81 2.15
O 0.52 1.88 1.12
H -4.76 -2.00 0.64
H -4.76 0.25 3.28
H -3.94 2.18 4.67
H -1.84 3.35 3.97
C 3.51 0.22 -0.22
C 2.79 -0.95 -0.90
C 2.15 -0.39 -2.18
C 3.85 -1.99 -1.31
Si 1.49 -1.74 0.28
C 2.05 -1.83 2.12
C 1.06 -2.64 2.96
C 2.19 -0.47 2.81
C 3.43 -2.53 2.20
C 0.73 -3.38 -0.37
C 0.50 -3.31 -1.89
C 1.68 -4.56 -0.10
C -0.63 -3.71 0.25
H 4.14 0.72 -0.96
H 4.16 -0.10 0.59
H 2.82 0.97 0.18
H 2.94 0.00 -2.82
H 1.47 0.45 -1.98
H 1.60 -1.13 -2.76
H 4.63 -1.49 -1.89
H 3.44 -2.78 -1.94
H 4.33 -2.45 -0.45
H 0.05 -2.22 2.92
H 1.38 -2.61 4.01
H 1.00 -3.69 2.67
H 1.25 0.08 2.84
H 2.93 0.19 2.35
H 2.51 -0.64 3.84
H 3.45 -3.51 1.73
H 3.70 -2.67 3.25
H 4.21 -1.92 1.75
H 1.42 -3.24 -2.46
H -0.15 -2.47 -2.17
H -0.01 -4.23 -2.21
H 2.70 -4.39 -0.45
H 1.31 -5.45 -0.61
H 1.73 -4.80 0.96
H -1.40 -3.02 -0.09
H -0.63 -3.72 1.34
H -0.92 -4.71 -0.08
C 0.76 3.47 -1.43
N -0.60 3.46 -1.97
C -1.10 4.76 -2.40
C -2.25 4.60 -3.37
C -3.28 3.67 -2.76
N -2.64 2.42 -2.36
C -3.52 1.27 -2.21
C -1.38 2.38 -1.90
O -0.92 1.29 -1.42
H 1.42 3.92 -2.18
H 1.10 2.47 -1.22
H 0.80 4.05 -0.51
H -0.27 5.29 -2.87
H -1.40 5.34 -1.52
H -1.89 4.18 -4.31
H -2.70 5.57 -3.58
H -4.06 3.42 -3.47
H -3.76 4.14 -1.89
H -4.15 1.20 -3.09
H -4.16 1.37 -1.33
H -2.94 0.36 -2.12
*
```



A structure of composition C38H53BaN7O3P4. Source: OMol25; level of theory: ωB97M-V/def2-TZVPD.

Properties
- relative energy (zero: lowest compared OMol25 entry of this formula, charge and spin) (kcal/mol) = 69.8
- HOMO-LUMO gap (eV) = 7.950
- strongest force on any atom (Eh/bohr) = 0.0815

Geometry as ORCA input:
```
! wB97M-V def2-TZVPD RIJCOSX def2/J DEFGRID3
* xyz 2 1
Ba -0.49 0.02 -1.10
C -5.60 -1.56 -0.73
N -5.10 -0.53 -1.64
C -6.12 0.21 -2.38
P -3.54 -0.15 -1.69
O -2.73 -0.62 -0.52
O -3.47 1.52 -1.71
P -2.44 2.80 -1.80
O -1.10 2.33 -1.28
N -3.08 3.94 -0.82
C -2.20 5.06 -0.49
C -4.51 4.27 -0.83
N -2.33 3.10 -3.43
C -1.09 3.64 -3.98
C -3.52 3.54 -4.13
N -2.76 -0.71 -3.15
C -3.66 -0.95 -4.27
C -1.43 -0.16 -3.69
H -6.11 -2.33 -1.31
H -6.29 -1.11 -0.03
H -4.77 -2.00 -0.19
H -6.73 -0.49 -2.96
H -5.66 0.92 -3.06
H -6.76 0.75 -1.68
H -1.17 4.71 -0.43
H -2.50 5.44 0.48
H -2.28 5.86 -1.23
H -5.09 3.37 -1.02
H -4.74 5.03 -1.59
H -4.78 4.65 0.15
H -0.25 3.35 -3.35
H -1.13 4.73 -4.05
H -0.94 3.23 -4.98
H -4.42 3.14 -3.65
H -3.49 3.17 -5.16
H -3.60 4.64 -4.16
H -4.57 -1.43 -3.92
H -3.18 -1.64 -4.96
H -3.92 -0.03 -4.81
H -0.59 -0.87 -3.54
H -1.25 0.77 -3.15
H -1.52 0.05 -4.75
C -0.58 -2.64 2.13
N 0.76 -2.02 2.18
P 0.53 -0.32 2.68
C -0.11 -0.65 4.35
C 0.45 -1.62 5.18
C -0.10 -1.86 6.43
C -1.20 -1.12 6.86
C -1.76 -0.16 6.04
C -1.21 0.07 4.78
C 2.23 0.28 2.97
C 2.78 0.48 4.24
C 4.06 0.98 4.37
C 4.82 1.29 3.26
C 4.27 1.12 1.99
C 2.98 0.64 1.85
P 1.52 -2.17 0.64
C 3.31 -2.13 0.98
C 3.85 -2.50 2.21
C 5.22 -2.49 2.39
C 6.06 -2.12 1.36
C 5.53 -1.75 0.13
C 4.15 -1.75 -0.06
C 1.38 -3.93 0.23
C 1.61 -4.95 1.16
C 1.59 -6.27 0.76
C 1.36 -6.60 -0.57
C 1.13 -5.60 -1.50
C 1.14 -4.27 -1.09
H -1.08 -2.53 3.09
H -0.50 -3.70 1.91
H -1.24 -2.18 1.36
H 1.30 -2.20 4.84
H 0.33 -2.61 7.08
H -1.62 -1.31 7.84
H -2.61 0.41 6.37
H -1.65 0.82 4.13
H 2.20 0.25 5.12
H 4.47 1.12 5.36
H 5.83 1.66 3.37
H 4.85 1.35 1.10
H 2.58 0.51 0.85
H 3.19 -2.77 3.03
H 5.63 -2.77 3.35
H 7.13 -2.11 1.50
H 6.18 -1.46 -0.69
H 3.75 -1.44 -1.02
H 1.81 -4.69 2.19
H 1.78 -7.05 1.49
H 1.35 -7.64 -0.87
H 0.95 -5.85 -2.53
H 0.96 -3.49 -1.84
N 1.80 3.14 0.06
C 2.48 2.58 -0.97
C 3.66 3.18 -1.46
C 4.28 2.64 -2.55
C 3.74 1.51 -3.17
C 2.60 0.97 -2.61
N 1.98 1.47 -1.53
H 2.32 3.74 0.68
H 1.10 2.57 0.52
H 4.06 4.06 -0.97
H 5.19 3.08 -2.94
H 4.19 1.05 -4.04
H 2.16 0.07 -3.04
*
```



A structure of composition C37H40O2P2V. Source: OMol25; level of theory: ωB97M-V/def2-TZVPD.

Properties
- relative energy (zero: lowest compared OMol25 entry of this formula, charge and spin) (kcal/mol) = 51.0
- ⟨S²⟩ = 3.777
- HOMO-LUMO gap (alpha / beta) (eV) = 6.561 / 6.992
- strongest force on any atom (Eh/bohr) = 0.1139

Geometry as ORCA input:
```
! wB97M-V def2-TZVPD RIJCOSX def2/J DEFGRID3
* xyz 0 4
V 0.10 0.16 2.38
C -1.70 0.75 -4.29
C -1.72 -0.53 -3.87
C -0.92 -1.63 -4.50
C 0.44 -1.22 -5.12
C 1.29 -0.41 -4.18
C 1.32 0.91 -4.07
C 0.50 1.86 -4.90
C -0.87 1.33 -5.39
C 1.48 0.30 4.09
H -2.40 1.48 -3.85
H -2.45 -0.85 -3.14
H -1.54 -2.10 -5.30
H -0.68 -2.42 -3.76
H 0.99 -2.15 -5.25
H 0.33 -0.80 -6.12
H 2.00 -1.04 -3.62
H 2.08 1.40 -3.47
H 1.10 2.16 -5.78
H 0.27 2.78 -4.32
H -1.42 2.22 -5.70
H -0.77 0.70 -6.29
H 1.35 1.22 4.69
H 2.55 0.19 3.83
H 1.16 -0.55 4.73
P -1.44 -0.65 1.01
P 1.80 -0.05 0.96
C -0.42 -0.86 -0.51
C 0.94 -0.68 -0.49
C -2.40 -2.17 1.28
C -2.75 -2.96 0.18
C -3.48 -4.14 0.37
C -3.84 -4.54 1.66
C -3.45 -3.77 2.77
C -2.72 -2.60 2.58
C -2.66 0.68 0.64
C -2.20 2.01 0.58
C -3.11 3.05 0.40
C -4.48 2.77 0.25
C -4.94 1.45 0.31
C -4.03 0.40 0.52
C 3.26 -1.08 1.29
C 3.09 -2.36 1.86
C 4.21 -3.16 2.09
C 5.49 -2.69 1.76
C 5.66 -1.41 1.23
C 4.55 -0.59 1.02
C 2.39 1.65 0.62
C 2.55 2.59 1.66
C 2.99 3.87 1.34
C 3.26 4.22 0.01
C 3.04 3.29 -1.02
C 2.59 2.01 -0.71
H -0.95 -1.11 -1.43
H 1.57 -0.96 -1.34
H -2.44 -2.66 -0.81
H -3.76 -4.74 -0.50
H -4.43 -5.46 1.81
H -3.73 -4.10 3.77
H -2.39 -2.00 3.44
H -1.14 2.22 0.69
H -2.76 4.08 0.35
H -5.19 3.60 0.10
H -6.00 1.23 0.17
H -4.37 -0.63 0.56
H 2.08 -2.72 2.08
H 4.08 -4.17 2.49
H 6.36 -3.34 1.92
H 6.65 -1.04 0.97
H 4.65 0.41 0.60
H 2.32 2.31 2.69
H 3.15 4.61 2.14
H 3.63 5.22 -0.23
H 3.23 3.55 -2.07
H 2.40 1.27 -1.49
C -1.60 0.29 5.44
O -1.46 1.57 4.74
C -0.77 1.71 3.59
O -0.59 2.81 3.06
H -2.30 0.50 6.26
H -0.62 -0.03 5.82
H -2.00 -0.48 4.76
*
```



A cluster of 2 separate species, C2H7N3O2 in total. Source: OMol25; level of theory: ωB97M-V/def2-TZVPD.

Properties
- relative energy (zero: lowest compared OMol25 entry of this formula, charge and spin) (kcal/mol) = 81.3
- HOMO-LUMO gap (eV) = 9.185
- strongest force on any atom (Eh/bohr) = 0.0684

Geometry as ORCA input:
```
! wB97M-V def2-TZVPD RIJCOSX def2/J DEFGRID3
* xyz 0 1
H 1.57 -1.87 1.22
N 0.66 -1.92 0.71
C 0.03 -3.02 0.53
C -1.33 -3.01 -0.10
O -2.24 -3.78 0.15
O -1.44 -2.10 -1.11
H 0.15 -4.08 0.85
H -2.22 -2.06 -1.68
N -0.57 0.91 -0.41
N 0.84 1.28 -0.36
H -0.54 0.01 -0.08
H -0.85 1.45 0.37
H 1.39 1.00 -1.22
H 1.19 0.64 0.32
*
```



no.,total energy (Eh)
1,-1671.6475
2,-522.1824
3,-1998.4604
4,-3479.5300
5,-3210.8707
6,-395.0755